Record 1
12
Properties=species:S:1:pos:R:3 method="wB97M-V/def2-TZVPD" total_charge=-1 e_above_lowest_kj_mol=108.1 molar_mass_g_mol=104.154 smiles="N[C@H](C=O)C[S-]" homo_ev=-2.73 homo_lumo_gap_ev=6.76
N -1.221 0.532 -0.851
C 0.078 -0.051 -0.496
C -0.019 -1.447 0.043
O -1.004 -2.140 0.042
C 0.866 0.829 0.473
S 0.054 1.042 2.061
H -1.923 -0.186 -0.687
H -1.407 1.214 -0.117
H 0.696 -0.155 -1.402
H 0.960 -1.817 0.415
H 1.054 1.771 -0.063
H 1.865 0.408 0.582

---

Record 2
93
Properties=species:S:1:pos:R:3 method="wB97M-V/def2-TZVPD" total_charge=+3 e_above_lowest_kj_mol=177.2 molar_mass_g_mol=970.947 multiplicity=2 homo_ev="-15.22 / -15.22" homo_lumo_gap_ev="3.26 / 3.19" s2=0.77
Pt -0.161 -0.796 -0.159
C -0.648 -2.807 -2.681
C -0.603 -3.541 -1.389
C -0.808 -4.930 -1.363
C -0.841 -5.601 -0.172
C -0.650 -4.878 1.025
C -0.709 -5.474 2.309
C -0.493 -4.728 3.476
C -0.238 -3.382 3.398
C -0.195 -2.751 2.133
S 0.012 -1.068 2.065
C -0.400 -3.508 0.934
N -0.352 -2.864 -0.265
H 0.060 -3.235 -3.393
H -0.412 -1.744 -2.573
H -1.652 -2.892 -3.105
H -0.981 -5.443 -2.299
H -1.032 -6.666 -0.138
H -0.940 -6.530 2.380
H -0.531 -5.214 4.442
H -0.095 -2.795 4.297
C 6.771 -2.431 0.087
C 6.183 -1.025 -0.041
C 6.731 -0.358 -1.320
C 6.590 -0.195 1.189
C 4.677 -1.050 -0.159
C 3.941 -2.222 -0.354
C 2.570 -2.182 -0.429
N 1.877 -1.031 -0.362
C 2.566 0.135 -0.228
C 3.935 0.139 -0.109
C 1.742 1.364 -0.193
C 2.259 2.625 -0.356
C 1.456 3.767 -0.199
C 0.126 3.531 0.150
C -0.360 2.248 0.252
N 0.415 1.170 0.054
C 2.041 5.151 -0.349
C 0.948 6.216 -0.465
C 2.940 5.207 -1.595
C 2.883 5.417 0.915
H 7.848 -2.353 0.223
H 6.606 -3.031 -0.809
H 6.372 -2.963 0.953
H 7.818 -0.329 -1.263
H 6.373 0.668 -1.429
H 6.453 -0.917 -2.214
H 7.674 -0.214 1.283
H 6.166 -0.605 2.107
H 6.294 0.852 1.107
H 4.430 -3.182 -0.432
H 2.007 -3.095 -0.559
H 4.443 1.080 0.037
H 3.303 2.735 -0.609
H -0.560 4.346 0.325
H -1.396 2.080 0.500
H 0.283 6.025 -1.309
H 1.414 7.186 -0.627
H 0.353 6.298 0.445
H 2.407 4.886 -2.492
H 3.842 4.603 -1.490
H 3.264 6.235 -1.752
H 2.272 5.378 1.818
H 3.320 6.412 0.846
H 3.698 4.698 1.018
F -2.535 -2.168 0.864
P -3.978 -3.059 0.634
F -5.277 -3.896 0.384
F -3.715 -3.683 2.089
F -4.035 -2.370 -0.836
F -3.036 -4.230 -0.012
F -4.776 -1.827 1.264
S -6.364 0.649 -1.690
C -4.715 0.484 -1.209
C -3.758 0.194 -2.202
C -2.466 -0.054 -1.840
N -2.046 0.002 -0.555
C -2.962 0.265 0.404
C -4.273 0.524 0.121
C -7.003 1.739 -0.429
C -7.518 1.234 0.752
C -8.083 2.137 1.647
N -8.152 3.445 1.419
C -7.667 3.905 0.270
C -7.081 3.093 -0.695
H -4.039 0.132 -3.244
H -1.727 -0.275 -2.600
H -2.627 0.219 1.431
H -4.963 0.680 0.937
H -7.518 0.171 0.958
H -8.515 1.791 2.577
H -7.760 4.971 0.107
H -6.722 3.505 -1.629

---

Record 3
17
Properties=species:S:1:pos:R:3 method="wB97M-V/def2-TZVPD" total_charge=0 e_above_lowest_kj_mol=449.6 molar_mass_g_mol=94.157 homo_ev=-8.35 homo_lumo_gap_ev=9.34
C -2.004 -0.348 0.224
C -0.542 -0.053 0.011
C 0.005 1.389 -0.087
C 1.114 0.743 -0.902
C 1.572 -0.519 -0.154
C 0.501 -0.735 0.906
C 0.172 -0.329 -1.394
H -2.326 -0.034 1.224
H -2.623 0.176 -0.511
H -2.199 -1.422 0.123
H 0.238 1.925 0.842
H -0.627 2.016 -0.725
H 1.846 1.254 -1.527
H 2.645 -0.676 -0.032
H 0.668 -0.254 1.877
H 0.287 -1.798 1.063
H 1.259 -1.351 -0.934

---

Record 4
18
Properties=species:S:1:pos:R:3 method="wB97M-V/def2-TZVPD" total_charge=0 e_above_lowest_kj_mol=375.6 molar_mass_g_mol=140.146 smiles="CCC1=NN=N[C@@H]1C(N)=O" homo_ev=-10.34 homo_lumo_gap_ev=9.88
C -1.597 -0.020 -0.432
C -1.223 1.391 -0.640
C 0.204 1.470 -0.294
N 0.950 2.547 -0.382
N 2.221 2.296 -0.028
N 2.363 1.144 0.396
C 1.238 0.368 0.173
C 1.757 -1.177 -0.266
N 3.112 -1.150 -0.197
O 1.028 -2.117 -0.248
H -1.194 -0.352 0.545
H -1.172 -0.811 -1.047
H -2.690 -0.199 -0.399
H -1.815 1.798 0.233
H -1.495 1.753 -1.579
H 0.733 -0.006 1.162
H 3.458 -0.200 -0.091
H 3.760 -1.903 -0.485

---

Record 5
23
Properties=species:S:1:pos:R:3 method="wB97M-V/def2-TZVPD" total_charge=0 e_above_lowest_kj_mol=49.7 molar_mass_g_mol=121.180 smiles="CC/C(C)=C/N.O.O" homo_ev=-7.75 homo_lumo_gap_ev=8.44
C 0.053 -2.502 -1.783
C -0.330 -1.880 -0.425
C 0.169 -0.464 -0.253
C -0.279 0.604 -1.212
C 1.163 -0.242 0.616
N 1.840 0.933 0.839
H -0.526 -3.408 -1.942
H 1.110 -2.764 -1.820
H -0.177 -1.818 -2.601
H 0.026 -2.469 0.423
H -1.433 -1.879 -0.404
H -1.354 0.559 -1.404
H -0.066 1.602 -0.840
H 0.237 0.482 -2.169
H 1.552 -1.063 1.213
H 1.404 1.802 0.566
H 2.321 1.021 1.716
O -0.015 3.250 1.061
H -0.560 2.473 1.264
H -0.382 3.956 1.597
O -1.452 0.958 1.931
H -2.304 0.594 2.189
H -0.999 0.254 1.437

---

Record 6
66
Properties=species:S:1:pos:R:3 method="wB97M-V/def2-TZVPD" total_charge=0 molar_mass_g_mol=426.600 smiles=c1ccccc1.c1ccccc1.c1ccccc1.c1ccccc1.c1ccccc1.O.O homo_ev=-9.01 homo_lumo_gap_ev=9.31
C 18.070 16.658 14.126
C 17.652 17.651 15.095
C 16.843 18.670 14.740
C 16.327 18.772 13.488
C 16.614 17.796 12.574
C 17.491 16.739 12.874
H 18.760 15.917 14.312
H 18.141 17.618 16.074
H 16.553 19.424 15.498
H 15.740 19.691 13.239
H 16.300 17.878 11.542
H 17.911 16.099 12.109
C 19.231 8.693 12.214
C 19.349 9.185 10.948
C 20.482 9.849 10.548
C 21.559 9.979 11.383
C 21.482 9.431 12.662
C 20.353 8.784 13.075
H 18.269 8.220 12.611
H 18.461 9.148 10.367
H 20.459 10.266 9.540
H 22.468 10.458 11.150
H 22.339 9.526 13.375
H 20.311 8.369 14.094
C 14.772 11.601 10.848
C 15.278 11.296 12.125
C 14.824 10.193 12.782
C 13.981 9.317 12.150
C 13.494 9.573 10.832
C 13.808 10.759 10.246
H 15.024 12.529 10.305
H 16.003 12.023 12.511
H 15.250 9.942 13.764
H 13.661 8.477 12.690
H 12.802 8.841 10.391
H 13.487 11.011 9.284
C 21.142 14.032 13.990
C 20.139 13.533 13.147
C 18.990 13.036 13.686
C 18.803 13.006 15.085
C 19.833 13.454 15.931
C 21.057 13.894 15.348
H 22.080 14.297 13.549
H 20.313 13.681 12.081
H 18.202 12.615 13.051
H 17.804 12.739 15.420
H 19.701 13.629 16.995
H 21.889 13.902 16.036
C 10.321 15.909 11.003
C 10.263 14.786 11.871
C 10.682 13.578 11.371
C 11.312 13.438 10.180
C 11.360 14.476 9.333
C 10.834 15.730 9.719
H 10.018 16.857 11.298
H 9.815 14.865 12.780
H 10.700 12.639 11.982
H 11.833 12.500 9.983
H 11.755 14.402 8.331
H 10.751 16.628 9.036
O 14.390 16.705 5.881
H 15.096 16.616 5.269
H 14.399 17.530 6.342
O 14.347 14.732 8.251
H 14.598 15.319 7.501
H 14.461 15.264 9.023

---

Record 7
133
Properties=species:S:1:pos:R:3 method="wB97M-V/def2-TZVPD" total_charge=+1 molar_mass_g_mol=2634.435 homo_ev=-11.25 homo_lumo_gap_ev=9.24
C -1.405 -4.479 1.910
C -2.001 -4.343 0.850
C -2.591 -4.172 -0.564
N -2.788 -2.778 -1.075
F -2.896 -3.001 -2.460
C -1.629 -1.836 -1.000
C -1.168 -1.160 0.330
C -2.140 -1.015 1.558
O 0.031 -1.860 0.806
C -4.147 -2.173 -0.778
C -4.880 -2.702 0.515
C -5.927 -1.537 0.918
F -5.709 -3.853 0.222
H -0.769 -4.378 2.859
H -3.535 -4.817 -0.624
H -1.868 -4.674 -1.298
H -0.733 -2.396 -1.446
H -1.841 -1.010 -1.767
H -0.788 -0.106 0.083
H -3.180 -0.613 1.285
H -2.294 -1.930 2.199
H -1.701 -0.215 2.251
H 0.542 -1.140 1.234
H -4.874 -2.294 -1.652
H -3.965 -1.048 -0.703
H -4.240 -2.856 1.431
H -5.805 -0.687 0.167
H -6.987 -1.907 1.015
H -5.578 -1.093 1.914
Br -1.950 2.369 -1.512
C -0.217 3.256 -1.615
C 0.873 2.424 -0.982
Br 0.790 2.523 0.967
H -0.335 4.233 -1.150
H -0.030 3.387 -2.681
H 1.854 2.817 -1.245
H 0.826 1.370 -1.250
Br -0.744 -8.054 1.336
C -0.112 -8.760 3.038
C -1.020 -8.352 4.171
Br -0.729 -6.493 4.681
H 0.913 -8.416 3.164
H -0.115 -9.843 2.915
H -0.797 -8.930 5.068
H -2.078 -8.454 3.933
Br -4.814 -3.040 5.772
C -3.587 -3.783 7.091
C -2.415 -2.865 7.327
Br -1.128 -2.975 5.869
H -3.296 -4.769 6.735
H -4.179 -3.890 8.001
H -1.862 -3.168 8.217
H -2.699 -1.818 7.421
Br -5.546 1.432 -1.378
C -6.571 2.766 -0.395
C -5.696 3.518 0.575
Br -5.312 2.446 2.157
H -7.397 2.243 0.085
H -6.968 3.438 -1.156
H -6.211 4.403 0.950
H -4.738 3.813 0.151
Br 3.103 0.980 -3.925
C 4.660 2.120 -3.645
C 5.440 1.653 -2.447
Br 4.558 2.186 -0.795
H 4.301 3.144 -3.558
H 5.254 2.027 -4.556
H 6.422 2.126 -2.413
H 5.563 0.572 -2.411
Br 1.607 2.967 4.277
C 3.487 2.474 4.453
C 4.376 3.673 4.238
Br 4.505 4.084 2.341
H 3.678 1.666 3.749
H 3.587 2.093 5.470
H 5.398 3.465 4.557
H 4.021 4.569 4.743
Br 2.722 5.124 7.180
C 1.265 5.955 6.188
C 0.410 6.813 7.086
Br -0.778 5.725 8.182
H 0.712 5.152 5.705
H 1.752 6.564 5.425
H -0.250 7.447 6.495
H 0.990 7.434 7.766
Br -3.579 -8.014 -5.750
C -4.623 -6.746 -4.703
C -3.753 -6.000 -3.723
Br -3.306 -7.112 -2.183
H -5.423 -7.310 -4.226
H -5.053 -6.060 -5.433
H -4.288 -5.144 -3.309
H -2.813 -5.661 -4.153
Br 6.394 9.810 7.628
C 5.730 7.984 7.769
C 6.189 7.142 6.607
Br 5.161 7.535 4.998
H 4.646 8.045 7.854
H 6.141 7.604 8.705
H 6.013 6.085 6.805
H 7.239 7.290 6.356
Br 2.016 5.003 -3.376
C 1.282 6.777 -3.708
C 0.202 7.115 -2.713
Br -1.464 6.196 -3.136
H 0.936 6.790 -4.741
H 2.126 7.458 -3.605
H -0.041 8.177 -2.755
H 0.460 6.847 -1.690
Br 5.332 1.489 -7.673
C 4.293 3.116 -7.407
C 5.151 4.347 -7.560
Br 6.260 4.639 -5.983
H 3.824 3.037 -6.427
H 3.521 3.089 -8.176
H 4.530 5.240 -7.639
H 5.822 4.300 -8.416
Br -0.553 -2.064 -6.431
C 1.363 -2.414 -6.371
C 2.163 -1.192 -6.746
Br 2.157 -0.890 -8.672
H 1.549 -3.267 -7.021
H 1.564 -2.700 -5.338
H 3.213 -1.330 -6.487
H 1.796 -0.278 -6.283
Br 2.429 -6.803 -6.158
C 2.108 -7.246 -4.288
C 0.686 -6.943 -3.891
Br 0.419 -5.028 -3.627
H 2.844 -6.699 -3.701
H 2.308 -8.314 -4.210
H 0.450 -7.398 -2.929
H -0.046 -7.266 -4.630

---

Record 8
16
Properties=species:S:1:pos:R:3 method="wB97M-V/def2-TZVPD" total_charge=0 e_above_lowest_kj_mol=152.3 molar_mass_g_mol=172.280 homo_ev=-8.93 homo_lumo_gap_ev=8.01
C -1.302 -1.272 2.085
C 1.779 1.282 -3.194
C -1.168 0.174 1.533
P 0.314 0.868 2.446
S 1.880 0.847 1.304
S -0.130 1.437 4.281
S 1.870 -0.283 -2.280
H -2.159 -1.666 1.635
H -0.539 -1.964 1.844
H -1.345 -1.096 3.133
H 2.183 1.135 -4.164
H 2.194 2.097 -2.677
H 0.745 1.611 -3.232
H -2.023 0.913 1.940
H -1.095 0.252 0.444
H 0.895 -1.016 -2.885

---

Record 9
89
Properties=species:S:1:pos:R:3 method="wB97M-V/def2-TZVPD" total_charge=+1 e_above_lowest_kj_mol=0.0 molar_mass_g_mol=589.808 homo_ev=-10.14 homo_lumo_gap_ev=5.62
C 4.081 -1.355 -3.906
N 3.374 -0.836 -2.757
C 4.085 -0.584 -1.606
O 5.269 -0.852 -1.429
C 3.156 0.114 -0.638
C 3.613 1.553 -0.406
C 3.770 2.315 -1.703
C 4.978 2.249 -2.409
C 5.126 2.908 -3.629
C 4.061 3.656 -4.146
C 2.859 3.750 -3.435
C 2.729 3.105 -2.202
N 1.860 0.009 -1.315
C 0.790 0.654 -0.822
C -0.361 0.945 -1.554
C -1.614 0.904 -0.952
C -2.860 0.767 -1.649
C -4.046 0.396 -0.951
C -5.234 0.166 -1.635
C -5.282 0.302 -3.030
C -4.136 0.695 -3.733
C -2.944 0.945 -3.058
C 1.927 -0.702 -2.626
C 1.152 -2.082 -2.777
C 1.704 -3.061 -1.743
C 1.305 -2.588 -4.211
C -0.347 -1.929 -2.567
H 5.100 -0.950 -3.913
H 4.161 -2.452 -3.859
H 3.576 -1.053 -4.828
H 3.114 -0.473 0.297
H 2.897 2.049 0.256
H 4.592 1.483 0.087
H 5.805 1.665 -1.997
H 6.069 2.826 -4.178
H 4.171 4.166 -5.103
H 2.019 4.323 -3.838
H 1.807 3.204 -1.624
H 0.858 0.931 0.235
H -0.240 1.203 -2.613
H -1.654 0.871 0.139
H -3.996 0.285 0.138
H -6.130 -0.124 -1.083
H -6.210 0.108 -3.564
H -4.173 0.813 -4.817
H -2.063 1.295 -3.603
H 1.558 -0.027 -3.422
H 1.572 -2.666 -0.728
H 1.153 -4.008 -1.805
H 2.766 -3.281 -1.905
H 1.049 -1.792 -4.925
H 2.304 -2.965 -4.442
H 0.608 -3.419 -4.392
H -0.774 -1.176 -3.243
H -0.828 -2.892 -2.802
H -0.615 -1.682 -1.537
C 1.862 -4.398 5.978
C 1.396 -3.302 6.726
C 0.375 -2.499 6.221
C -0.200 -2.786 4.953
C -1.269 -1.989 4.399
C -1.984 -0.943 4.968
N -2.846 -0.536 4.011
C -3.768 0.598 4.096
C -3.108 1.899 3.633
C -4.031 3.119 3.765
C -3.731 3.977 2.522
C -3.123 3.006 1.495
N -2.780 1.827 2.234
N -2.672 -1.277 2.876
N -1.738 -2.163 3.116
C 0.294 -3.879 4.205
C 1.309 -4.687 4.717
H 2.659 -5.026 6.380
H 1.829 -3.078 7.705
H 0.000 -1.641 6.786
H -1.916 -0.502 5.946
H -4.643 0.381 3.460
H -4.063 0.676 5.150
H -2.195 2.059 4.252
H -5.075 2.780 3.759
H -3.842 3.649 4.703
H -4.624 4.474 2.140
H -2.989 4.739 2.781
H -3.888 2.738 0.747
H -2.284 3.437 0.926
H -1.991 1.263 1.945
H -0.146 -4.076 3.225
H 1.669 -5.541 4.138